{"formula": "C4H13NS", "method": "ωB97M-V/def2-TZVPD", "homo_energy_ha": [-0.51984, -0.49984], "charge": 1, "de_lowest_ev": 4.090, "orbital_gap_ev": [8.25, 5.00], "spin_multiplicity": 2, "species": ["C", "C", "S", "H", "H", "H", "H", "H", "C", "C", "N", "H", "H", "H", "H", "H", "H", "H", "H"], "positions_angstrom": [[1.53, -2.69, -0.99], [0.25, -2.15, -1.61], [-0.54, -1.07, -0.32], [1.28, -3.11, -0.01], [2.17, -1.83, -0.80], [2.00, -3.47, -1.58], [-0.56, -2.87, -1.79], [0.33, -1.57, -2.52], [-0.27, 1.79, 2.11], [-1.27, 2.02, 0.97], [-0.59, 2.12, -0.31], [-0.71, 1.96, 3.09], [0.09, 0.76, 2.07], [0.54, 2.52, 2.00], [-1.98, 1.17, 1.00], [-1.87, 2.90, 1.18], [1.08, 0.01, -0.91], [-1.33, 2.29, -1.00], [-0.14, 1.22, -0.58]], "nbo_charge": [-0.62, -0.49, 0.08, 0.23, 0.21, 0.25, 0.24, 0.23, -0.63, -0.30, -0.36, 0.25, 0.22, 0.23, 0.28, 0.25, 0.12, 0.40, 0.40]}

=====

{"formula": "C4H13NS", "method": "ωB97M-V/def2-TZVPD", "homo_energy_ha": [-0.54867, -0.47231], "charge": 1, "de_lowest_ev": 2.549, "orbital_gap_ev": [11.92, 4.17], "spin_multiplicity": 2, "species": ["C", "C", "S", "H", "H", "H", "H", "H", "C", "N", "C", "H", "H", "H", "H", "H", "H", "H", "H"], "positions_angstrom": [[-1.76, -0.15, 1.50], [-1.90, -1.62, 1.50], [-0.64, -2.44, 0.17], [-2.19, 0.38, 0.53], [-2.26, 0.23, 2.41], [-0.72, 0.01, 1.71], [-1.60, -2.15, 2.44], [-2.82, -2.05, 1.28], [1.44, 0.96, 0.02], [1.00, 0.30, -1.22], [1.57, 0.94, -2.35], [2.49, 0.64, 0.16], [0.71, 0.54, 0.85], [1.42, 2.08, 0.00], [0.18, -1.42, 0.22], [-0.01, 0.32, -1.18], [0.98, 0.78, -3.25], [1.54, 2.03, -2.36], [2.58, 0.62, -2.44]], "nbo_charge": [-0.66, -0.40, 0.26, 0.24, 0.27, 0.21, 0.25, 0.23, -0.45, -0.36, -0.46, 0.24, 0.20, 0.25, 0.10, 0.38, 0.24, 0.24, 0.24]}

=====

{"formula": "C4H14AlClNO", "method": "ωB97M-V/def2-TZVPD", "homo_energy_ha": -0.16050, "charge": -1, "orbital_gap_ev": 7.34, "species": ["C", "C", "C", "Cl", "Al", "N", "H", "H", "H", "H", "H", "H", "H", "H", "H", "H", "C", "O", "H", "H", "H", "H"], "positions_angstrom": [[-2.21, 1.46, 0.08], [-1.69, 0.04, 0.36], [-0.33, -0.28, -0.28], [0.87, 1.04, 0.16], [-0.44, -0.66, -2.31], [-2.06, -0.11, -3.08], [-1.90, 2.14, 0.87], [-1.83, 1.83, -0.87], [-3.30, 1.46, 0.03], [-2.40, -0.67, -0.08], [-1.66, -0.13, 1.44], [0.09, -1.15, 0.21], [-0.34, -2.28, -2.44], [0.79, 0.09, -3.06], [-2.22, 0.89, -3.10], [-2.90, -0.56, -2.73], [3.33, -0.56, 2.21], [4.50, -0.88, 2.98], [3.22, -1.32, 1.44], [2.44, -0.55, 2.83], [3.44, 0.41, 1.71], [4.60, -0.20, 3.64]], "nbo_charge": [-0.61, -0.42, -0.64, -0.19, 1.25, -1.39, 0.20, 0.22, 0.19, 0.20, 0.17, 0.19, -0.44, -0.43, 0.35, 0.35, -0.25, -0.74, 0.19, 0.16, 0.18, 0.45]}

=====

{"formula": "C4H14CoN3", "method": "ωB97M-V/def2-TZVPD", "homo_energy_ha": [0.03042, -0.11239], "charge": -1, "de_lowest_ev": 0.000, "orbital_gap_ev": [2.39, 6.25], "spin_multiplicity": 4, "species": ["C", "Co", "N", "H", "H", "H", "H", "H", "H", "H", "H", "C", "N", "C", "C", "N", "H", "H", "H", "H", "H", "H"], "positions_angstrom": [[-1.48, -1.49, -3.27], [0.00, 1.39, -1.55], [1.65, 1.24, -2.84], [-0.92, -1.43, -2.32], [-1.08, 0.42, -2.35], [-2.55, -1.50, -3.07], [-1.22, -2.44, -3.77], [-1.23, -0.65, -3.94], [2.41, 0.72, -2.39], [2.02, 2.17, -3.05], [1.48, 0.78, -3.73], [1.13, -0.68, 3.34], [0.13, 0.09, 2.61], [-0.98, 0.65, 3.38], [0.20, 0.33, 1.34], [0.13, 0.65, 0.21], [0.88, -0.59, 4.40], [2.14, -0.32, 3.17], [1.12, -1.74, 3.07], [-1.09, 1.74, 3.21], [-1.95, 0.21, 3.11], [-0.79, 0.47, 4.43]], "nbo_charge": [-0.86, 0.48, -1.10, 0.24, -0.62, 0.20, 0.17, 0.23, 0.38, 0.37, 0.38, -0.83, -0.49, -0.54, 0.42, -0.56, 0.19, 0.18, 0.18, 0.19, 0.19, 0.20]}

=====

{"formula": "C4H14N", "method": "ωB97M-V/def2-TZVPD", "homo_energy_ha": [-0.12480, -0.40288], "de_lowest_ev": 2.173, "orbital_gap_ev": [4.36, 11.65], "spin_multiplicity": 2, "species": ["C", "C", "H", "H", "H", "H", "H", "H", "C", "N", "C", "H", "H", "H", "H", "H", "H", "H", "H"], "positions_angstrom": [[0.51, -2.02, 2.78], [-0.99, -2.36, 3.17], [0.30, -2.27, 1.70], [0.77, -0.90, 2.78], [1.21, -2.57, 3.44], [-1.69, -1.93, 2.42], [-1.23, -1.96, 4.22], [-1.16, -3.45, 3.36], [-0.24, 2.35, -3.06], [0.07, 1.03, -2.48], [0.81, 1.20, -1.12], [-1.29, 2.44, -3.34], [0.36, 2.63, -3.92], [-0.19, 2.91, -2.18], [-0.69, 0.41, -2.35], [0.63, 0.41, -3.07], [0.07, 1.85, -0.43], [1.05, 0.37, -0.60], [1.69, 1.86, -1.34]], "nbo_charge": [-0.64, -0.61, 0.22, 0.20, 0.22, 0.20, 0.19, 0.21, -0.50, -0.89, -0.51, 0.23, 0.23, 0.21, 0.30, 0.30, 0.20, 0.23, 0.21]}

=====

{"formula": "C4H14N", "method": "ωB97M-V/def2-TZVPD", "homo_energy_ha": -0.55299, "charge": 1, "de_lowest_ev": 0.767, "orbital_gap_ev": 11.33, "species": ["C", "C", "H", "H", "H", "H", "H", "H", "C", "C", "N", "H", "H", "H", "H", "H", "H", "H", "H"], "positions_angstrom": [[-0.55, -2.06, 0.20], [0.90, -2.49, 0.47], [-1.29, -2.52, 0.85], [-0.79, -0.99, 0.28], [-0.96, -2.34, -0.77], [1.49, -1.76, 1.02], [0.96, -3.43, 1.03], [1.28, -2.77, -0.50], [-0.08, 2.26, -0.06], [-1.29, 1.57, -0.67], [1.04, 1.28, 0.19], [0.31, 2.96, -0.80], [-0.21, 2.89, 0.82], [-1.01, 0.71, -1.28], [-1.66, 2.24, -1.45], [1.41, 0.96, -0.71], [1.84, 1.71, 0.66], [0.75, 0.47, 0.74], [-2.13, 1.33, -0.02]], "nbo_charge": [-0.63, -0.63, 0.23, 0.16, 0.23, 0.18, 0.24, 0.22, -0.23, -0.66, -0.67, 0.23, 0.24, 0.23, 0.26, 0.44, 0.44, 0.45, 0.25]}

=====

{"formula": "C4H14N", "method": "ωB97M-V/def2-TZVPD", "homo_energy_ha": -0.51939, "charge": 1, "de_lowest_ev": 1.901, "orbital_gap_ev": 10.35, "species": ["C", "C", "H", "H", "H", "H", "H", "H", "C", "N", "C", "H", "H", "H", "H", "H", "H", "H", "H"], "positions_angstrom": [[1.36, -2.61, 0.28], [2.92, -2.58, 0.05], [1.03, -3.27, 1.12], [0.69, -2.96, -0.45], [0.95, -1.69, 0.71], [3.44, -2.65, 1.01], [3.24, -3.68, -0.46], [3.37, -1.72, -0.50], [-1.33, 0.86, -1.09], [-0.91, 1.94, -0.08], [-2.09, 2.44, 0.76], [-0.54, 0.85, -1.93], [-1.33, -0.11, -0.45], [-2.29, 1.07, -1.41], [-0.31, 2.73, -0.46], [-0.27, 1.59, 0.62], [-1.59, 2.72, 1.68], [-2.82, 1.59, 0.84], [-2.41, 3.30, 0.24]], "nbo_charge": [-0.63, -0.62, 0.22, 0.21, 0.17, 0.22, 0.22, 0.21, -0.41, -0.51, -0.40, 0.26, 0.25, 0.23, 0.44, 0.43, 0.23, 0.25, 0.23]}

=====

{"formula": "C4H14N2O", "method": "ωB97M-V/def2-TZVPD", "homo_energy_ha": [0.04412, -0.20181], "charge": -1, "de_lowest_ev": 1.555, "orbital_gap_ev": [2.13, 8.76], "spin_multiplicity": 2, "species": ["C", "N", "C", "C", "C", "N", "H", "H", "H", "H", "H", "H", "H", "H", "H", "H", "H", "H", "H", "H", "O"], "positions_angstrom": [[0.38, -0.07, 1.86], [1.17, 0.16, 0.68], [0.42, 0.82, -0.39], [-1.01, 0.24, -0.65], [-2.02, 1.41, -0.72], [-1.77, 2.29, -1.84], [-0.53, 0.55, 2.02], [0.05, -1.09, 2.25], [0.96, 0.14, 2.77], [1.58, -0.74, 0.43], [1.12, 1.01, -1.21], [0.15, 1.77, 0.05], [-1.20, -0.62, 0.01], [-1.09, -0.23, -1.65], [-1.89, 1.87, 0.26], [-3.04, 1.00, -0.78], [-0.83, 2.28, -2.21], [-2.53, 2.32, -2.48], [3.92, -4.71, 1.05], [3.08, -4.08, -0.20], [3.09, -4.31, 0.75]], "nbo_charge": [-0.48, -0.67, -0.30, -0.50, -0.21, -0.88, 0.18, 0.18, 0.18, 0.36, 0.20, 0.16, 0.23, 0.19, 0.16, 0.18, 0.37, 0.37, 0.38, 0.28, -1.37]}

=====

{"formula": "C4H14N2O", "method": "ωB97M-V/def2-TZVPD", "homo_energy_ha": [0.03823, -0.20333], "charge": -1, "de_lowest_ev": 1.844, "orbital_gap_ev": [2.29, 8.81], "spin_multiplicity": 2, "species": ["C", "N", "C", "C", "N", "C", "H", "H", "H", "H", "H", "H", "H", "H", "H", "H", "H", "H", "H", "H", "O"], "positions_angstrom": [[-3.12, 2.11, -0.05], [-2.12, 1.20, 0.57], [-2.14, -0.12, 0.03], [-0.72, -0.73, -0.35], [0.30, 0.01, 0.37], [1.56, 0.17, -0.53], [-4.07, 1.65, 0.26], [-3.02, 3.03, 0.53], [-2.84, 2.42, -1.05], [-1.25, 1.64, 0.79], [-2.71, -0.19, -0.90], [-2.65, -0.76, 0.80], [-0.66, -0.59, -1.44], [-0.81, -1.80, -0.20], [0.74, -0.54, 1.12], [1.32, -0.07, -1.56], [2.29, -0.58, -0.09], [1.90, 1.16, -0.23], [5.83, -2.66, 0.50], [4.58, -1.66, 0.54], [5.10, -2.27, -0.01]], "nbo_charge": [-0.43, -0.67, -0.21, -0.25, -0.70, -0.60, 0.19, 0.18, 0.17, 0.39, 0.16, 0.15, 0.17, 0.18, 0.33, 0.18, 0.14, 0.19, 0.38, 0.31, -1.28]}

=====

{"formula": "C4H14N2O", "method": "ωB97M-V/def2-TZVPD", "homo_energy_ha": [0.03523, -0.19821], "charge": -1, "de_lowest_ev": 0.638, "orbital_gap_ev": [2.80, 9.00], "spin_multiplicity": 2, "species": ["C", "N", "C", "C", "C", "N", "H", "H", "H", "H", "H", "H", "H", "H", "H", "H", "H", "H", "H", "H", "O"], "positions_angstrom": [[0.57, -2.17, 0.04], [0.90, -0.75, 0.21], [-0.12, -0.36, -1.97], [0.02, 0.17, -0.54], [-1.40, 0.49, 0.06], [-1.78, -0.12, 1.34], [1.06, -2.55, -0.85], [1.01, -2.71, 0.89], [-0.49, -2.41, 0.00], [0.67, -0.54, 1.19], [-0.37, 0.42, -2.71], [-0.67, -1.29, -2.08], [0.88, -0.62, -2.30], [0.55, 1.12, -0.61], [-1.46, 1.57, 0.14], [-2.12, 0.19, -0.70], [-1.54, -1.10, 1.27], [-1.20, 0.30, 2.07], [1.34, 2.87, 1.62], [2.49, 3.72, 1.21], [1.66, 3.79, 1.71]], "nbo_charge": [-0.45, -0.68, -0.64, -0.25, -0.31, -0.87, 0.18, 0.19, 0.15, 0.31, 0.21, 0.19, 0.20, 0.18, 0.19, 0.16, 0.34, 0.31, 0.34, 0.39, -1.14]}

=====

{"formula": "C4H14N2O", "method": "ωB97M-V/def2-TZVPD", "homo_energy_ha": -0.31616, "smiles": "CN[C@@H](C)CN.O", "de_lowest_ev": 1.397, "orbital_gap_ev": 9.55, "species": ["C", "N", "C", "C", "C", "N", "H", "H", "H", "H", "H", "H", "H", "H", "H", "H", "H", "H", "O", "H", "H"], "positions_angstrom": [[-1.63, 2.17, 1.13], [-1.06, 1.64, -0.11], [-0.13, 0.55, -0.07], [1.23, 0.79, 0.66], [-0.84, -0.73, 0.45], [-0.08, -1.95, 0.13], [-0.84, 2.66, 1.71], [-2.44, 2.84, 0.87], [-2.03, 1.38, 1.76], [-0.75, 2.42, -0.66], [0.15, 0.32, -1.10], [1.21, 1.59, 1.41], [1.93, 1.16, -0.08], [1.50, -0.15, 1.13], [-0.90, -0.54, 1.52], [-1.79, -0.81, -0.08], [-0.43, -2.42, -0.69], [-0.18, -2.58, 0.92], [2.09, -2.08, -2.05], [2.52, -1.25, -2.28], [1.49, -1.84, -1.33]], "nbo_charge": [-0.42, -0.64, -0.04, -0.65, -0.23, -0.87, 0.17, 0.21, 0.19, 0.36, 0.18, 0.20, 0.21, 0.22, 0.19, 0.19, 0.37, 0.37, -0.96, 0.46, 0.48]}